[1]
C40H38N4O4P2TeV as an isolated structure at a distorted geometry. Source: OMol25; level of theory: the ωB97M-V functional and the def2-TZVPD basis.

Positions of all 90 atoms, in Å:
Te: -2.57279 -0.29070 2.18657
V: 0.20954 2.07374 -0.48147
P: 0.44548 0.30936 1.10978
P: -1.69386 -0.61963 -0.88021
O: -0.15459 1.53529 -2.29313
O: 1.50083 0.19718 -4.43066
O: 0.55594 3.23552 0.96131
O: 1.82574 5.00080 1.55899
N: -4.07368 -4.92968 2.47575
N: -0.06916 4.19180 -1.55517
N: 2.08052 2.33107 -0.71105
N: -1.90494 2.54602 -0.05699
C: 0.93738 -0.15144 5.10240
C: -2.86700 -4.55460 2.90013
C: 3.08855 -2.76871 0.55494
C: -2.81197 2.88142 -1.18801
C: 2.64098 3.38924 -0.02887
C: 2.64420 -1.62468 -3.25246
C: -2.54369 -4.62884 -0.45393
C: 0.99935 -0.29680 3.72669
C: 4.31888 -2.14942 0.69851
C: -1.94409 -3.38713 -0.32492
C: -0.05224 2.01731 4.83173
C: 2.51272 -0.14811 -3.46228
C: 1.68365 -2.40344 -2.75611
C: -4.85726 -3.98145 1.97092
C: 2.77743 1.63632 -1.66846
C: -0.00413 1.87055 3.45281
C: -3.64128 -4.77917 -1.29293
C: -3.22267 -2.27955 2.29391
C: 4.66053 3.10755 -1.26205
C: 4.12617 2.06200 -1.93302
C: -4.13320 -3.69049 -1.99801
C: 0.52536 0.71307 2.88595
C: -0.06887 -0.83337 -1.78070
C: 0.41230 1.00635 5.65809
C: -2.42541 -2.28550 -1.03083
C: 2.07498 0.59155 -2.23891
C: 1.91762 -2.02571 0.65636
C: 3.89964 3.80954 -0.27244
C: -2.53166 4.26957 -1.73822
C: 3.21615 -0.04944 1.08402
C: -1.21057 4.41090 -2.47373
C: -0.98814 -0.62103 0.82370
C: -2.39750 -3.25191 2.84132
C: 0.38597 -2.01945 -2.21023
C: 1.97546 -0.66189 0.90276
C: 4.38257 -0.78579 0.97358
C: 1.65588 3.98642 0.94520
C: -3.52810 -2.44734 -1.86349
C: -4.48283 -2.64874 1.85329
C: 0.69651 0.42728 -1.78861
H: 3.47424 0.24106 -3.80505
H: -3.91956 -1.59247 -2.40368
H: -3.33689 4.53324 -2.42556
H: -2.33177 1.78615 0.47643
H: -0.15355 4.85102 -0.78298
H: -5.15768 -1.93099 1.40686
H: -4.99206 -3.80706 -2.64529
H: 1.88334 -3.46877 -2.72195
H: -1.40869 -3.00705 3.20889
H: 0.80020 4.43848 -2.02278
H: -3.84654 2.82329 -0.84595
H: 3.27489 1.00281 1.34316
H: 0.19662 1.86866 -3.13522
H: -2.68111 2.11396 -1.95126
H: 5.34112 -0.30550 1.11954
H: 1.30335 -0.94423 5.74140
H: 3.58465 -2.07710 -3.54339
H: 4.71414 1.52233 -2.66125
H: 1.65784 -0.29504 -5.24560
H: -2.24401 -5.33841 3.31698
H: 3.03498 -3.83417 0.37140
H: -0.29410 -2.85359 -2.08073
H: -1.10659 -3.25651 0.34898
H: 5.22934 -2.72840 0.61859
H: -1.14767 5.39900 -2.93497
H: 0.36734 1.11963 6.73306
H: -1.15707 3.67723 -3.28060
H: -2.57346 5.00645 -0.92716
H: -5.83491 -4.30136 1.62847
H: -1.86074 3.34656 0.57192
H: 1.41572 -1.20450 3.30920
H: -0.46203 2.92336 5.25732
H: 5.67678 3.41544 -1.46624
H: -2.17082 -5.47383 0.10951
H: -4.11981 -5.74517 -1.38746
H: 4.30344 4.64383 0.28325
H: 0.95040 -2.50188 0.56970
H: -0.38001 2.66769 2.83064

energy above the lowest of the compared OMol25 structures with the same formula, charge and spin: 1.9003 eV
HOMO-LUMO gap (alpha / beta): 5.301 / 5.138 eV
net charge: +1
HOMO energy (alpha / beta): -0.34970 / -0.34827 hartree

***

[2]
A 2-piece molecular cluster, C10H16 overall at a distorted geometry. Source: OMol25; level of theory: the ωB97M-V functional and the def2-TZVPD basis.

Positions of all 26 atoms, in Å:
C: 1.16130 -0.17642 1.70860
C: 1.69134 -1.27054 2.51832
C: 1.37591 -2.57118 1.82569
C: -0.16068 -0.11191 -1.73189
C: -1.50711 1.19057 -0.20193
C: -0.54428 2.30002 -0.34163
C: -2.08426 -1.21697 -0.57535
C: -1.16858 -0.08969 -0.73159
C: 0.44860 1.05233 -2.21004
C: 0.29864 2.22714 -1.43226
H: 1.18806 1.19491 -3.10833
H: -2.17747 -1.95768 -1.43451
H: -3.12864 -0.93171 -0.41098
H: 1.86065 0.62472 1.95525
H: 2.15576 -3.28508 2.09063
H: 0.01653 -1.12709 -2.26124
H: 2.81334 -1.29181 2.40602
H: -2.51085 1.36781 0.22175
H: 0.75870 3.14867 -1.66245
H: 0.38244 -2.89550 1.88222
H: 1.42085 -2.55845 0.74700
H: -0.74840 3.21126 0.07860
H: 1.47454 -1.31192 3.62731
H: 1.22285 -0.44706 0.58509
H: 0.20089 0.09923 1.93778
H: -1.99456 -1.84039 0.37830

energy above the lowest of the compared OMol25 structures with the same formula, charge and spin: 1.8344 eV
HOMO-LUMO gap (alpha / beta): 3.105 / 7.089 eV
net charge: -1
2S+1: 2
<S²>: 0.76
HOMO energy (alpha / beta): 0.02407 / -0.12371 hartree